1.
{
  "formula": "CF2NO2",
  "method": "the ωB97M-V functional and the def2-TZVPD basis",
  "symbols": ["C", "N", "O", "O", "F", "F"],
  "xyz": [[0.311442, -0.710062, -0.260254], [-0.341220, 0.557325, 0.641172], [1.256836, -1.216439, 0.280479], [-0.268400, -0.882461, -1.286140], [0.361418, 1.863066, 0.807244], [-1.433668, 0.941068, 0.012240]],
  "forces_ev_per_angstrom": [[1.33, 1.38, -0.15], [1.43, -0.66, 2.41], [0.88, -0.20, 1.50], [-1.74, -0.11, -1.59], [0.08, -1.35, -0.82], [-1.98, 0.94, -1.36]],
  "lowdin_charge": [-0.742, -0.046, -0.004, 0.014, -0.157, -0.065],
  "smiles": "O=C([O-])N(F)F",
  "orbital_gap_ha": 0.3314,
  "total_charge": -1
}

---

2.
{
  "formula": "C20H31BBrCl4F7Li2Na2O6S",
  "method": "the ωB97M-V functional and the def2-TZVPD basis",
  "symbols": ["C", "C", "C", "C", "C", "C", "Cl", "C", "C", "O", "S", "O", "O", "H", "H", "H", "H", "H", "H", "H", "H", "H", "H", "H", "H", "H", "H", "H", "Li", "C", "O", "H", "H", "H", "Li", "B", "F", "F", "F", "F", "Na", "C", "C", "C", "C", "C", "C", "H", "H", "H", "H", "H", "H", "Br", "C", "Cl", "Cl", "Cl", "H", "Na", "C", "C", "O", "C", "O", "C", "F", "F", "F", "H", "H", "H", "H", "H", "H"],
  "xyz": [[2.624373, 3.538257, -1.986071], [1.630407, 2.632131, -1.293093], [2.046015, 1.148241, -1.317495], [2.705786, 0.670112, -2.627194], [1.857669, 0.830757, -3.877362], [2.433607, -0.080875, -4.944274], [1.670532, 0.213198, -6.535220], [0.976633, 0.132947, -0.936764], [-0.407126, 0.711963, -0.768105], [-0.857398, 1.597493, -1.785962], [-0.023545, 2.996918, -1.869235], [0.003768, 3.331544, -3.243338], [-0.588317, 4.068039, -1.081437], [3.629819, 3.261324, -1.690117], [2.568658, 3.471251, -3.064043], [2.458198, 4.554297, -1.658606], [1.639978, 2.924753, -0.235595], [2.829141, 1.098548, -0.557202], [2.839148, -0.411990, -2.498875], [3.693412, 1.117627, -2.738082], [0.848172, 0.479015, -3.687924], [1.884275, 1.829302, -4.288511], [3.500223, 0.064860, -5.069947], [2.271497, -1.123215, -4.703772], [0.946024, -0.708022, -1.631045], [1.236701, -0.285609, 0.045556], [-1.121328, -0.119003, -0.771928], [-0.445254, 1.112915, 0.217847], [-0.250891, -2.089076, 0.006336], [2.937220, -2.791004, -0.900777], [1.782454, -2.239409, -1.293801], [3.354787, -2.307281, 0.035720], [2.923772, -3.851943, -0.596035], [3.807453, -2.762356, -1.622609], [4.413957, -0.720672, -0.324124], [-1.436623, 4.714172, 2.294444], [-1.630996, 6.009842, 1.760208], [-2.404498, 3.810745, 1.694410], [-0.181200, 4.243838, 1.972332], [-1.615863, 4.719025, 3.646450], [-1.408250, 1.744784, 1.653134], [1.220384, -5.516989, -2.753383], [1.146826, -6.784750, -3.311760], [0.854155, -7.882866, -2.512978], [0.626139, -7.714201, -1.155270], [0.695919, -6.446516, -0.594673], [0.997118, -5.352807, -1.395184], [1.453483, -4.655955, -3.366569], [1.319056, -6.917766, -4.371751], [0.803382, -8.871500, -2.949917], [0.394205, -8.569165, -0.534149], [0.516900, -6.314313, 0.465290], [1.059394, -4.356344, -0.963912], [1.984488, 1.927829, 2.274888], [1.859141, 7.824139, -0.127161], [2.551876, 9.099859, 0.879157], [3.156570, 6.823163, -0.796249], [0.694499, 6.873816, 0.784461], [1.345356, 8.295676, -0.953204], [-2.827260, 4.738930, -0.563853], [-6.571163, -0.457133, 5.468152], [-5.338064, 0.438661, 5.529581], [-4.167928, -0.181280, 6.006567], [-3.379781, -0.989689, 5.092947], [-3.104318, -0.394104, 3.961440], [-4.001015, -2.397086, 4.857215], [-4.571090, -2.908929, 5.975836], [-3.031063, -3.281532, 4.507071], [-4.937660, -2.465315, 3.890612], [-6.621862, -1.107896, 6.340780], [-7.476386, 0.155056, 5.426959], [-6.571008, -1.083823, 4.579849], [-5.544129, 1.228805, 6.257769], [-5.162946, 0.941700, 4.573158], [-2.515609, -1.235117, 5.750386]],
  "forces_ev_per_angstrom": [[-0.20, 0.19, -0.23], [0.19, -0.61, 1.03], [0.39, -0.33, -0.90], [-0.23, -0.04, 0.38], [0.75, -0.71, -0.47], [-0.06, -0.07, -0.23], [0.02, -0.03, 0.03], [-0.92, 0.58, 0.04], [-0.05, -1.13, 0.12], [0.54, 0.92, 0.49], [0.68, 1.03, -0.94], [-0.11, -0.48, -1.25], [-0.86, -1.01, 1.05], [0.14, -0.10, 0.26], [-0.06, 0.09, -0.21], [0.01, 0.22, -0.17], [-0.38, -0.12, 0.17], [-0.05, 0.28, 0.39], [0.18, -0.08, 0.07], [0.05, 0.20, -0.24], [-0.31, 0.39, 0.03], [-0.38, 0.35, 0.23], [0.17, 0.15, -0.08], [-0.09, -0.23, 0.06], [0.11, 0.64, -0.06], [-0.03, 0.10, -0.02], [-0.39, 0.16, -0.21], [0.30, 0.79, 0.12], [1.14, -0.33, -0.48], [0.96, -0.11, 0.20], [-0.49, -0.96, 0.33], [0.14, 0.13, 0.49], [0.01, 0.06, -0.01], [-0.46, 0.16, -0.17], [-0.58, -0.16, 0.05], [0.70, 0.92, 1.19], [-0.62, -0.54, -0.52], [-0.55, -0.39, -1.03], [-0.01, -0.35, -0.54], [-0.34, -0.07, 0.11], [-0.17, 0.65, 1.91], [0.00, -0.02, -0.02], [0.03, -0.02, -0.04], [0.00, 0.02, -0.03], [0.00, -0.02, 0.03], [0.00, -0.02, -0.04], [-0.18, 0.08, 0.28], [-0.01, 0.02, -0.01], [0.01, -0.02, -0.01], [-0.01, 0.00, -0.01], [0.00, -0.01, 0.00], [0.01, -0.01, 0.00], [-0.08, -0.17, -0.18], [-0.19, -0.72, -0.74], [-0.12, 0.05, 0.32], [0.00, 0.06, -0.03], [0.06, 0.05, -0.02], [0.36, 0.19, -0.34], [0.04, 0.01, -0.05], [0.65, 0.14, 0.70], [-0.01, -0.05, -0.26], [-0.12, 0.34, 0.17], [-0.26, -0.64, 0.27], [0.38, 0.57, -0.31], [0.30, 0.04, -0.91], [-0.34, 0.12, 0.51], [0.02, -0.10, -0.08], [0.04, 0.05, -0.13], [0.15, -0.05, -0.12], [-0.01, 0.06, 0.06], [0.03, 0.04, 0.07], [0.00, -0.05, 0.02], [0.09, 0.02, 0.01], [0.09, -0.18, -0.09], [0.01, 0.05, 0.00]],
  "lowdin_charge": [-0.060, -0.344, -0.306, -0.180, -0.256, -0.590, 0.561, -0.206, -0.233, -0.177, 0.695, -0.233, -0.285, 0.102, 0.082, 0.016, 0.058, 0.079, 0.094, 0.118, 0.119, 0.094, 0.075, 0.072, 0.076, 0.090, 0.127, 0.042, 0.826, -0.408, -0.410, 0.028, 0.067, 0.078, 0.804, -1.315, 0.036, 0.030, 0.063, 0.184, 0.571, -0.085, -0.090, -0.091, -0.091, -0.087, -0.122, 0.102, 0.101, 0.102, 0.103, 0.102, 0.044, -0.253, -1.520, 0.531, 0.557, 0.668, 0.010, 0.757, -0.086, -0.285, -0.106, -0.537, -0.203, -0.551, 0.106, 0.090, 0.101, 0.074, 0.066, 0.054, 0.108, 0.103, 0.142],
  "orbital_gap_ha": 0.1524,
  "total_charge": 0
}

---

3.
{
  "formula": "C3H13CdN2P",
  "method": "the ωB97M-V functional and the def2-TZVPD basis",
  "symbols": ["N", "C", "C", "P", "C", "N", "H", "H", "H", "H", "H", "H", "H", "H", "H", "H", "H", "H", "H", "Cd"],
  "xyz": [[-0.144280, 2.690987, -0.437226], [-1.196711, 1.996461, 0.332842], [-0.624899, 1.105298, 1.481497], [0.100944, -0.467358, 0.641706], [0.888073, -2.010076, -0.400219], [0.967330, -1.583182, -1.797118], [0.685541, 2.117747, -0.578610], [-0.517704, 2.840966, -1.372068], [-1.824349, 1.393403, -0.364657], [-1.856484, 2.774471, 0.765485], [-1.446423, 0.759555, 2.142091], [0.155931, 1.645271, 2.049356], [1.250255, 0.247177, 0.198030], [-1.100829, -0.635058, -0.101654], [0.217057, -1.174830, 1.873057], [0.179876, -2.942454, -0.305178], [1.911696, -2.239744, -0.006354], [0.044656, -1.204753, -2.027701], [1.568374, -0.759167, -1.817243], [0.741947, -4.554714, -0.276036]],
  "forces_ev_per_angstrom": [[-0.37, -0.77, -0.08], [0.23, -0.07, 0.04], [-0.56, 0.53, -0.79], [-1.59, 2.32, 2.63], [1.83, -0.77, -3.35], [-0.78, 0.35, 2.65], [0.03, 0.20, 0.13], [0.20, 0.41, 0.10], [0.05, 0.17, 0.65], [0.29, -0.48, -0.01], [0.54, 0.15, -0.26], [-0.33, -0.40, -0.18], [-0.26, -0.69, -0.17], [0.59, -0.20, -0.08], [0.16, -0.16, -0.53], [-0.92, 2.58, 0.50], [-0.60, 0.36, 0.07], [0.07, -0.44, -0.60], [0.60, -0.52, -0.60], [0.81, -2.57, -0.13]],
  "lowdin_charge": [0.012, -0.333, -0.306, 0.934, -0.529, 0.003, 0.033, 0.087, 0.097, 0.135, 0.100, 0.106, 0.073, 0.066, 0.063, -0.138, 0.073, 0.091, 0.100, 1.333],
  "orbital_gap_ha": 0.1444,
  "total_charge": 2
}

---

4.
{
  "formula": "C10H29NO7Ti",
  "method": "the ωB97M-V functional and the def2-TZVPD basis",
  "symbols": ["Ti", "C", "O", "C", "C", "N", "C", "C", "O", "C", "H", "H", "H", "H", "H", "H", "H", "H", "H", "H", "H", "H", "H", "H", "H", "C", "C", "O", "O", "H", "H", "H", "H", "H", "H", "C", "C", "O", "O", "H", "H", "H", "H", "H", "H", "O", "H", "H"],
  "xyz": [[-7.903686, -19.661157, -4.211889], [-12.175223, -24.585416, -4.339266], [-11.278634, -23.488775, -3.898559], [-9.949851, -23.810947, -4.392711], [-9.029762, -22.661967, -4.019750], [-9.503943, -21.415972, -4.617273], [-9.480858, -21.323383, -6.073676], [-8.089814, -21.495053, -6.718525], [-7.215555, -20.496147, -6.176602], [-5.908247, -20.409798, -6.783911], [-11.904264, -25.577865, -3.979087], [-12.343665, -24.742051, -5.404717], [-13.163065, -24.459612, -3.896056], [-9.865115, -24.005684, -5.461821], [-9.665823, -24.700162, -3.829928], [-8.037487, -22.954020, -4.363561], [-8.908476, -22.642071, -2.936706], [-10.448616, -21.225100, -4.315174], [-9.722250, -20.277373, -6.262615], [-10.200058, -21.908490, -6.646835], [-8.092597, -21.351232, -7.798993], [-7.655494, -22.479076, -6.542011], [-5.737781, -20.724466, -7.813479], [-5.232135, -20.979956, -6.146814], [-5.596357, -19.382260, -6.596822], [-7.170516, -19.840487, -1.217516], [-5.877989, -19.747039, -2.047998], [-5.721029, -20.618473, -3.141541], [-8.291057, -19.277137, -1.888906], [-6.997734, -19.299806, -0.286975], [-7.284699, -20.902498, -1.000275], [-4.948168, -19.768620, -1.479608], [-5.887839, -18.708882, -2.380007], [-4.787288, -20.700474, -3.348949], [-9.034938, -19.507228, -1.327385], [-10.816003, -16.828850, -2.643578], [-9.692941, -16.914874, -3.662336], [-9.798192, -18.092312, -4.364255], [-12.026696, -16.433004, -3.259035], [-10.475929, -16.021393, -1.995137], [-10.893158, -17.749695, -2.065497], [-8.662190, -16.899474, -3.308218], [-9.889948, -16.159523, -4.423079], [-10.677387, -18.040495, -4.746273], [-11.954273, -16.719655, -4.172375], [-6.641810, -17.842252, -4.805216], [-6.086060, -17.534951, -4.089015], [-6.658794, -17.113413, -5.425500]],
  "forces_ev_per_angstrom": [[-0.69, -0.07, -0.09], [-0.44, 0.31, 1.03], [-0.43, -2.00, -2.14], [-0.41, 0.16, 1.64], [-0.45, -1.19, -0.43], [1.18, 0.24, 0.48], [0.88, 0.74, -0.93], [0.17, 0.05, 0.45], [0.06, -0.17, -0.97], [0.43, 0.33, 1.81], [0.82, 0.11, 0.33], [0.52, 0.80, -0.30], [0.12, 0.63, 0.05], [-0.58, -0.06, -0.18], [0.40, -0.28, -0.29], [0.15, 0.44, -0.30], [-0.40, 0.63, 0.04], [-0.10, -0.14, 0.21], [-0.24, 0.13, -0.25], [-0.13, -0.45, 0.25], [-0.55, -0.04, -0.09], [-0.02, -0.22, 0.14], [-0.85, 0.07, -0.07], [0.12, -0.43, -0.15], [-0.08, 0.07, -0.55], [1.67, -1.00, -0.14], [0.24, 1.72, 0.38], [-1.18, -0.40, -0.38], [0.44, -0.16, -0.12], [0.10, 0.01, 0.08], [-0.56, -0.10, 0.12], [-0.36, -0.38, 0.84], [0.00, 0.40, -0.46], [0.10, -0.01, -0.04], [-0.46, 0.10, -0.22], [1.38, 1.31, 0.40], [-0.27, 0.79, 0.18], [-0.09, -2.40, -1.20], [0.20, -0.45, 0.09], [-0.51, 0.04, 0.48], [-0.18, -0.12, -0.05], [-0.28, 0.42, 0.45], [0.48, 0.97, 0.39], [0.04, -0.88, -0.47], [-0.60, 0.19, -0.18], [0.28, 0.00, 0.23], [0.32, 0.18, 0.25], [-0.25, 0.10, -0.33]],
  "mulliken_spin": [2.760, 0.000, -0.001, 0.019, 0.058, -0.021, 0.023, -0.003, -0.013, 0.016, 0.000, 0.000, 0.000, 0.001, -0.001, 0.000, -0.020, 0.025, 0.024, 0.011, 0.001, -0.004, 0.002, 0.001, -0.001, -0.018, 0.102, -0.018, -0.017, 0.006, -0.008, 0.005, -0.016, 0.013, 0.011, -0.002, 0.020, 0.008, -0.001, 0.001, 0.000, 0.005, 0.005, 0.006, -0.001, 0.010, 0.007, 0.005],
  "orbital_gap_ha": [0.1659, 0.3637],
  "total_charge": 1,
  "s2": 3.752,
  "spin_multiplicity": 4
}

---

5.
{
  "formula": "H26O13",
  "method": "the ωB97M-V functional and the def2-TZVPD basis",
  "symbols": ["H", "H", "H", "H", "H", "H", "H", "H", "H", "H", "H", "H", "H", "H", "H", "H", "H", "H", "H", "H", "H", "H", "H", "H", "H", "H", "O", "O", "O", "O", "O", "O", "O", "O", "O", "O", "O", "O", "O"],
  "xyz": [[-0.676881, 0.313320, 0.227963], [-0.938476, -1.056761, -0.375766], [-4.101239, 0.877686, 0.084362], [-3.399535, 1.090678, -1.246911], [-0.219719, 2.777598, -1.536033], [-1.067581, 1.920633, -0.610407], [-0.277841, 0.454099, -4.441595], [0.917818, 0.255341, -3.524569], [1.399503, 3.764682, 0.823465], [2.314006, 4.709615, 1.585587], [-1.973877, 0.643786, 1.470374], [-0.750477, 0.791348, 2.360069], [-1.726152, -5.133863, 2.209663], [-1.841404, -3.620255, 2.133848], [-2.350273, -1.473710, -1.178083], [-3.431488, -2.294630, -1.861535], [2.650201, 0.621430, -3.132557], [2.314743, 2.099631, -3.244049], [0.583892, -2.880650, 2.176382], [-0.329112, -2.517917, 3.336077], [3.143550, -0.224417, -1.081451], [3.757483, 0.868006, -0.221370], [1.770689, 3.248029, 2.728769], [1.895963, 1.758830, 3.005600], [0.880277, -3.156077, -1.244340], [0.198241, -3.534760, 0.060063], [-0.244645, -0.525238, 0.030525], [-3.417949, 1.410455, -0.337848], [-1.009648, 2.807005, -0.984546], [-0.035566, 0.396233, -3.510497], [2.272518, 3.815211, 1.228782], [-1.709284, 0.889652, 2.363979], [-1.309613, -4.323333, 2.523552], [-3.033469, -2.129674, -0.999352], [3.053725, 1.482526, -3.289626], [-0.346136, -2.780989, 2.408988], [3.724755, -0.089749, -0.324448], [2.419532, 2.564639, 2.931183], [0.893467, -3.818412, -0.544249]],
  "forces_ev_per_angstrom": [[0.18, -0.21, -0.01], [0.31, -0.04, 0.34], [-0.05, 0.02, 0.05], [-0.04, 0.18, -0.03], [-0.09, -0.04, -0.06], [-0.23, 0.29, -0.15], [-0.01, 0.02, 0.03], [-0.31, -0.08, -0.11], [-0.06, 0.16, -0.34], [0.17, 0.23, -0.30], [-0.35, 0.06, 0.22], [-0.07, -0.16, 0.18], [-0.63, -0.70, 0.24], [0.01, -0.62, 0.07], [-0.36, -0.07, -0.25], [0.02, -0.09, 0.04], [0.40, 0.08, 0.03], [0.08, 0.10, -0.01], [0.08, 0.19, -0.01], [0.06, 0.08, -0.10], [0.12, -0.01, 0.23], [0.05, 0.00, 0.05], [0.40, -0.59, 0.30], [0.22, -0.12, 0.34], [0.09, -0.07, 0.09], [-0.04, -0.10, 0.09], [-0.01, 0.15, -0.35], [0.17, -0.40, 0.06], [0.36, 0.00, 0.03], [0.07, 0.02, 0.02], [-0.47, 2.26, -2.67], [0.18, 0.14, -0.14], [-4.10, -6.00, -0.26], [0.08, 0.18, -0.01], [-0.28, -0.12, 0.02], [4.64, 7.06, 0.00], [-0.14, 0.02, -0.12], [-0.33, -1.97, 2.62], [-0.12, 0.15, -0.10]],
  "lowdin_charge": [-0.012, 0.009, 0.056, 0.045, 0.031, -0.016, 0.050, 0.002, 0.052, 0.068, -0.013, 0.028, 0.046, 0.052, -0.001, 0.051, 0.007, 0.039, 0.068, 0.076, 0.005, 0.036, 0.006, 0.029, 0.028, 0.008, -0.022, -0.042, -0.043, -0.046, -0.071, -0.042, -0.115, -0.038, -0.033, -0.113, -0.050, -0.090, -0.045],
  "orbital_gap_ha": 0.3088,
  "total_charge": 0
}